Entry 1:
Here is a 8-piece molecular cluster, H16O8 overall at a distorted geometry from the OMol25 dataset. Energies are from ωB97M-V/def2-TZVPD.

Properties
E = -16639.47964 eV
HOMO = -10.25 eV
ΔE to the lowest compared entry with this formula, charge and spin = 2.531 eV
Largest force on an atom = 2.89 eV/A
SMILES = O.O.O.O.O.O.O.O

```
! RIJCOSX wB97M-V def2-TZVPD def2/J DEFGRID3
* xyz 0 1
O 1.880 -1.799 -0.075
H 3.358 2.161 0.705
O 2.810 1.493 0.271
H 0.258 0.860 0.513
O -0.117 2.050 -0.488
H -1.393 2.652 -1.069
H 1.986 -1.660 -1.017
H 2.482 -2.531 0.078
H -2.748 3.537 -0.936
O 0.585 0.197 1.180
H -2.241 -0.419 -0.421
H -2.383 0.949 -1.110
H 0.476 2.771 -0.287
O 0.211 -3.912 0.383
H -1.346 -2.103 0.347
H 0.198 1.700 -1.348
O -2.252 2.924 -1.468
H 2.090 1.328 0.904
H -1.178 -1.040 1.427
O -1.820 -1.648 1.052
O -2.850 0.174 -0.840
H 1.022 -0.473 0.713
H 0.205 -4.045 1.308
H 0.777 -3.174 0.177
*
```

Entry 2:
Here is a 8-piece molecular cluster, H16O8 overall from the OMol25 dataset. Energies are from ωB97M-V/def2-TZVPD.

Properties
E = -16639.89236 eV
HOMO = -10.35 eV
ΔE to the lowest compared entry with this formula, charge and spin = 2.118 eV
Largest force on an atom = 0.86 eV/A
SMILES = O.O.O.O.O.O.O.O

```
! RIJCOSX wB97M-V def2-TZVPD def2/J DEFGRID3
* xyz 0 1
H -2.111 -1.910 -1.314
H -3.932 2.286 1.154
O 0.123 2.957 -1.432
O 2.080 1.508 0.036
H -2.986 1.174 0.754
H 0.466 -0.647 0.624
H 0.794 2.696 -0.801
H 0.343 3.861 -1.656
H -1.264 -1.701 -0.077
H -1.626 0.586 -0.825
H 2.344 -1.082 1.012
O -0.289 -0.096 0.418
H 1.808 -3.199 -0.090
H 2.042 -1.918 2.238
H 2.334 -4.618 -0.058
O -3.397 1.581 1.517
H 2.233 0.895 -0.683
H 2.917 1.548 0.498
H -1.526 2.062 -1.148
H -0.027 0.782 0.694
O 1.793 -1.802 1.321
O 1.899 -3.984 -0.629
O -2.156 1.346 -1.066
O -1.863 -2.324 -0.488
*
```

Entry 3:
Here is H16O8 as an isolated structure at a distorted geometry from the OMol25 dataset. Energies are from ωB97M-V/def2-TZVPD.

Properties
E = -16634.84224 eV
HOMO = -9.01 eV
ΔE to the lowest compared entry with this formula, charge and spin = 7.168 eV
Largest force on an atom = 11.25 eV/A

```
! RIJCOSX wB97M-V def2-TZVPD def2/J DEFGRID3
* xyz 0 1
O -1.198 -1.816 2.770
O 3.754 3.680 -0.187
H -2.176 3.684 0.103
O -2.905 -2.793 -0.764
H -3.871 1.925 -0.645
H -0.326 -0.581 -0.527
H -0.475 -2.207 2.274
O -2.492 3.071 0.738
H 1.630 -2.213 -0.809
O 0.681 -0.398 -0.545
H -1.180 -0.830 2.527
H -2.014 -3.032 -0.614
O 5.198 -1.374 0.636
H 1.764 -1.930 -2.423
H 4.866 -2.159 0.361
O 1.495 -1.554 -1.505
H -4.890 0.890 -1.314
H 3.264 2.968 -0.467
O -4.654 1.442 -0.508
H 4.451 -0.736 0.735
H 3.205 4.397 0.165
H 0.879 0.516 -0.434
H -1.624 2.731 1.147
H -3.384 -3.679 -0.714
*
```

Entry 4:
Here is a 8-piece molecular cluster, H16O8 overall at a distorted geometry from the OMol25 dataset. Energies are from ωB97M-V/def2-TZVPD.

Properties
E = -16639.65604 eV
HOMO = -9.79 eV
ΔE to the lowest compared entry with this formula, charge and spin = 2.355 eV
Largest force on an atom = 3.42 eV/A
SMILES = O.O.O.O.O.O.O.O

```
! RIJCOSX wB97M-V def2-TZVPD def2/J DEFGRID3
* xyz 0 1
O 2.550 -0.073 0.694
O -1.515 -2.910 -0.242
H 1.315 1.354 -1.485
H -0.455 -0.090 3.697
H -0.718 -0.555 1.463
O -1.445 2.075 -0.033
H -1.845 2.271 0.809
H 2.463 0.784 1.146
H -1.049 1.066 -2.966
O -0.473 -0.468 0.521
O 1.600 -0.418 -1.863
O 0.890 2.201 -1.706
H -1.243 1.177 0.035
H -1.796 -3.148 0.605
H 2.124 -0.367 -1.065
O -1.200 0.349 -2.331
H 0.021 2.297 -1.301
H 1.784 -1.305 -2.175
H 0.498 -0.599 0.587
H -1.910 -0.366 3.615
H 3.063 -0.683 1.194
H -0.322 -0.052 -2.352
O -1.104 -0.601 3.175
H -1.240 -1.934 -0.016
*
```

no.,gap between HOMO and LUMO (eV)
1,10.01
2,9.69
3,8.60
4,9.33